DFT (ωB97M-V with the def2-TZVPD basis set) results for an isolated molecule of C22H18O3S.

The calculation puts the HOMO-LUMO gap at 8.846 eV. The spin multiplicity is 1. Its molecular weight is 362.450 g/mol. As for the SMILES: O=C(OCc1cccc2c1SCc1ccccc1[C@H]2O)c1ccccc1. The value obtained for the relative energy (zero: lowest compared OMol25 entry of this formula, charge and spin) is 0.0000 eV.

Each atom is followed by the atoms it is bonded to, with distances in Å.
Atoms and positions in Å:
1 C 1.01 0.24 6.71  C6 1.372, C15 1.411, H21 1.083
2 O 3.30 -0.30 3.33  C36 1.226
3 C -0.15 -2.61 -2.13  C5 1.394, C19 1.405, H44 1.095
4 C -0.73 1.85 -3.23  C17 1.394, C22 1.485, C42 1.395
5 C 0.52 -3.24 -1.09  C3 1.394, H13 1.089, C27 1.368
6 C 1.78 0.08 5.58  C1 1.372, H11 1.094, C14 1.403
7 H 1.87 -3.10 0.58  C27 1.074
8 C 2.17 -0.51 0.82  H18 1.067, O33 1.434, C40 1.496, H41 1.108
9 O 0.19 -0.68 -4.57  C12 1.431, H24 0.954
10 C -2.70 3.14 -3.63  C17 1.407, C28 1.393, H35 1.109
11 H 2.86 0.20 5.68  C6 1.094
12 C -0.76 -0.70 -3.50  O9 1.431, C19 1.509, H31 1.087, C42 1.538
13 H 0.51 -4.33 -1.04  C5 1.089
14 C 1.22 -0.28 4.34  C6 1.403, C25 1.393, C36 1.441
15 C -0.38 0.03 6.65  C1 1.411, C23 1.405, H39 1.099
16 H 1.22 1.00 -3.32  C22 1.075
17 C -1.34 3.10 -3.29  C4 1.394, C10 1.407, H26 1.073
18 H 2.41 0.49 0.55  C8 1.067
19 C -0.10 -1.21 -2.24  C3 1.405, C12 1.509, C32 1.463
20 H -2.03 -0.59 5.35  C23 1.104
21 H 1.44 0.57 7.64  C1 1.083
22 C 0.69 1.76 -2.78  C4 1.485, H16 1.075, S30 1.834, H34 1.090
23 C -0.95 -0.38 5.43  C15 1.405, H20 1.104, C25 1.406
24 H -0.08 -0.03 -5.22  O9 0.954
25 C -0.15 -0.48 4.27  C14 1.393, C23 1.406, H38 1.091
26 H -0.80 4.00 -3.06  C17 1.073
27 C 1.29 -2.58 -0.17  C5 1.368, H7 1.074, C40 1.384
28 C -3.44 1.98 -3.86  C10 1.393, C29 1.377, H43 1.077
29 C -2.81 0.76 -3.76  C28 1.377, H37 1.086, C42 1.407
30 S 0.57 1.31 -1.01  C22 1.834, C32 1.804
31 H -1.53 -1.41 -3.76  C12 1.087
32 C 0.57 -0.48 -1.16  C19 1.463, S30 1.804, C40 1.409
33 O 1.44 -0.57 2.05  C8 1.434, C36 1.332
34 H 1.19 2.72 -2.90  C22 1.090
35 H -3.28 4.09 -3.69  C10 1.109
36 C 2.09 -0.37 3.19  O2 1.226, C14 1.441, O33 1.332
37 H -3.35 -0.16 -3.96  C29 1.086
38 H -0.58 -0.69 3.29  C25 1.091
39 H -0.97 0.16 7.57  C15 1.099
40 C 1.31 -1.20 -0.20  C8 1.496, C27 1.384, C32 1.409
41 H 3.11 -1.10 0.87  C8 1.108
42 C -1.44 0.68 -3.46  C4 1.395, C12 1.538, C29 1.407
43 H -4.50 2.05 -4.03  C28 1.077
44 H -0.68 -3.23 -2.86  C3 1.095